Formula: C3H5Br3O2
Source: OMol25
Level of theory: ωB97M-V/def2-TZVPD

```
13
C3H5Br3O2 ωB97M-V/def2-TZVPD
C 1.2586 -0.4073 0.7512
C 0.2162 0.2542 -0.2719
C -1.1829 0.1919 0.2084
O 0.3722 -0.2362 -1.5610
O 0.5112 1.6204 -0.2545
Br -1.8134 0.7657 1.9057
Br -2.2745 0.7946 -1.2074
Br -1.9382 -2.1550 0.2783
H 1.3156 -1.4505 0.5878
H 0.7898 -0.4491 1.7013
H 2.2635 0.0792 0.7442
H -0.1602 -1.0217 -1.7314
H 0.6420 2.0137 -1.1506
```

The calculation puts the highest occupied orbital energy (alpha / beta) at -9.97 / -9.97 eV. Its energy relative to the best compared isomer or geometry (same formula, charge and spin) is 0.901 eV. Its frontier orbital gap (alpha / beta) is 8.3619 / 8.3628 eV.

The Löwdin scheme yields these atomic charges, measured in e:
1. C 0.010
2. C -0.838
3. C -1.254
4. O -0.029
5. O -0.026
6. Br 0.732
7. Br 0.766
8. Br 0.228
9. H 0.056
10. H 0.034
11. H 0.110
12. H 0.072
13. H 0.140


Formula: C15H30CaClNO13S3
Source: OMol25
Level of theory: ωB97M-V/def2-TZVPD

```
64
C15H30CaClNO13S3 ωB97M-V/def2-TZVPD
Ca 13.1513 22.8731 0.5203
Cl 11.8077 24.0116 2.4719
C 10.8897 22.7943 -1.4391
C 11.7593 22.3533 -2.6416
C 11.5007 23.3954 -3.7157
C 12.4406 23.3204 -4.8822
C 13.9119 23.4663 -4.3643
C 14.2627 22.4970 -3.1887
N 13.1870 22.3858 -2.1872
O 13.4993 21.3223 -1.1656
C 15.5294 23.0075 -2.4379
C 14.6166 21.2498 -3.9549
C 11.3093 20.9425 -3.2383
H 11.0197 23.8380 -1.1529
H 11.0045 22.1670 -0.5551
H 9.8230 22.8310 -1.6603
H 11.5872 24.4024 -3.3076
H 10.4781 23.2829 -4.0758
H 12.1936 24.1191 -5.5816
H 12.2808 22.3641 -5.3801
H 14.1700 24.4979 -4.1251
H 14.6155 23.1664 -5.1409
H 15.4044 23.9120 -1.8426
H 16.3292 23.2894 -3.1228
H 15.8877 22.3469 -1.6484
H 14.6273 20.4088 -3.2615
H 15.5973 21.1646 -4.4229
H 13.9706 20.8983 -4.7594
H 10.2355 20.8267 -3.0916
H 11.7019 20.1118 -2.6518
H 11.5484 20.6504 -4.2609
C 10.9718 27.2214 0.3444
C 12.2655 27.8141 0.9652
O 13.3416 27.5123 0.1255
S 12.9561 26.3887 -1.0033
O 12.9800 25.0580 -0.3959
O 13.6649 26.7484 -2.2253
O 11.3895 26.9995 -0.9807
H 10.1174 27.8851 0.4768
H 10.6874 26.2957 0.8448
H 12.5137 27.2933 1.8900
H 12.2017 28.8565 1.2773
C 18.0583 25.6051 2.1905
C 17.5110 25.0027 3.5431
O 16.6935 23.9391 3.0972
S 15.8006 24.5672 1.8025
O 14.7712 25.5530 2.2302
O 15.3497 23.5516 0.8360
O 17.1356 25.3559 1.1886
H 19.0219 25.2646 1.8116
H 17.9809 26.6890 2.2748
H 16.8967 25.7416 4.0576
H 18.4423 24.7486 4.0494
C 12.4117 19.5019 4.6240
C 12.9991 18.3967 3.7246
O 13.4243 19.0715 2.5822
S 14.3084 20.3757 3.1157
O 14.3732 21.5204 2.1313
O 15.5593 19.8677 3.7677
O 13.2018 20.6220 4.3230
H 12.5764 19.2998 5.6823
H 11.3421 19.6599 4.4858
H 12.2873 17.5927 3.5370
H 13.8912 17.8980 4.1034
```

The calculation puts the highest occupied orbital energy (alpha / beta) at -11.59 / -11.59 eV. The charge is +1. Its frontier orbital gap (alpha / beta) is 9.4847 / 6.4187 eV. The spin multiplicity is 2.

The Löwdin scheme yields these atomic charges, measured in e:
1. Ca 1.170
2. Cl -0.260
3. C -0.045
4. C -0.437
5. C -0.160
6. C -0.148
7. C -0.098
8. C -0.474
9. N 0.007
10. O -0.184
11. C -0.014
12. C -0.044
13. C 0.013
14. H 0.065
15. H 0.066
16. H 0.109
17. H 0.121
18. H 0.140
19. H 0.124
20. H 0.101
21. H 0.114
22. H 0.119
23. H 0.065
24. H 0.101
25. H 0.082
26. H 0.089
27. H 0.105
28. H 0.088
29. H 0.090
30. H 0.081
31. H 0.080
32. C -0.168
33. C -0.176
34. O -0.190
35. S 0.763
36. O -0.413
37. O -0.202
38. O -0.192
39. H 0.141
40. H 0.090
41. H 0.114
42. H 0.137
43. C -0.184
44. C -0.155
45. O -0.172
46. S 0.809
47. O -0.257
48. O -0.398
49. O -0.188
50. H 0.140
51. H 0.135
52. H 0.130
53. H 0.144
54. C -0.155
55. C -0.199
56. O -0.194
57. S 0.853
58. O -0.395
59. O -0.232
60. O -0.200
61. H 0.139
62. H 0.138
63. H 0.144
64. H 0.128


Formula: CHClN2O3
Source: OMol25
Level of theory: ωB97M-V/def2-TZVPD

```
8
CHClN2O3 ωB97M-V/def2-TZVPD
C 0.5199 0.4976 -0.1332
N -0.4166 1.5003 -0.2667
N -0.2543 -0.8988 0.5962
O 0.4514 -1.5160 1.3273
O -1.4776 1.5152 -0.8231
O -1.4203 -0.9650 0.3781
Cl 1.1678 -0.9987 -1.4664
H 1.4296 0.8653 0.3878
```

Its SMILES is O=N[C@H](Cl)[N+](=O)[O-]. The calculation puts the highest occupied orbital energy (alpha / beta) at -10.43 / -10.29 eV. Its energy relative to the best compared isomer or geometry (same formula, charge and spin) is 2.020 eV. Its frontier orbital gap (alpha / beta) is 7.5546 / 7.7152 eV.

The Löwdin scheme yields these atomic charges, measured in e:
1. C -0.279
2. N -0.055
3. N -0.462
4. O 0.079
5. O 0.102
6. O 0.108
7. Cl 0.392
8. H 0.115


Formula: C9H32O7
Source: OMol25
Level of theory: ωB97M-V/def2-TZVPD

```
48
C9H32O7 ωB97M-V/def2-TZVPD
C 0.0046 1.9314 1.4535
C -1.0434 0.9584 1.8685
O -1.6534 0.5344 0.6925
H 0.7696 1.4554 0.9845
H 0.3516 2.4734 2.3545
H -0.4844 2.6994 0.7625
H -1.7334 1.4244 2.5585
H -0.6304 0.0634 2.2715
H -2.2204 -0.1906 0.9115
C 0.6206 1.9974 -3.4275
C 0.0286 2.3884 -2.0855
O 0.8486 3.3364 -1.5105
H 0.0136 1.3844 -4.0715
H 1.5876 1.4704 -3.4235
H 0.7166 2.9444 -3.9925
H 0.0766 1.3894 -1.4985
H -1.0934 2.6374 -2.1475
H 0.2876 3.9244 -1.0105
C 0.1856 -3.4886 3.0865
O -0.0344 -2.1506 3.0665
H 0.3176 -3.8976 4.1355
H 1.1896 -3.6636 2.6055
H -0.5654 -3.9596 2.4675
H 0.7616 -1.7336 3.2935
C -3.1594 -2.8376 1.9085
O -2.1294 -2.3776 1.0335
H -4.0574 -2.9236 1.3625
H -3.3674 -2.1616 2.6885
H -2.8534 -3.7996 2.3215
H -1.3014 -2.3776 1.4375
C -1.7364 -0.8566 -2.5825
O -2.2694 0.2944 -2.1405
H -0.7304 -0.7636 -2.1665
H -1.6164 -0.9666 -3.6545
H -2.2544 -1.6326 -2.0795
H -1.9254 0.4144 -1.2475
C 3.9936 2.2704 -0.8645
O 3.0836 2.9414 -0.0335
H 3.4726 1.3894 -1.1635
H 4.9316 1.9354 -0.3635
H 4.1876 2.9224 -1.7625
H 2.2406 2.6594 -0.3215
C 1.1896 -1.6756 -0.1895
O 1.9716 -0.6456 -0.5755
H 1.6316 -2.5636 0.2035
H 0.6426 -1.9986 -1.0815
H 0.4056 -1.2736 0.4985
H 1.3496 0.0974 -0.5735
```

Its SMILES is CCO.CCO.CO.CO.CO.CO.CO. The calculation puts the highest occupied orbital energy at -9.56 eV. Its energy relative to the best compared isomer or geometry (same formula, charge and spin) is 5.269 eV. Its frontier orbital gap is 10.0299 eV.

The Löwdin scheme yields these atomic charges, measured in e:
1. C -0.056
2. C -0.312
3. O -0.082
4. H 0.017
5. H 0.102
6. H 0.108
7. H 0.120
8. H 0.084
9. H 0.061
10. C -0.078
11. C -0.348
12. O -0.069
13. H 0.061
14. H 0.082
15. H 0.084
16. H 0.091
17. H 0.148
18. H 0.094
19. C -0.179
20. O -0.114
21. H 0.106
22. H 0.098
23. H 0.070
24. H 0.073
25. C -0.109
26. O -0.112
27. H 0.071
28. H 0.067
29. H 0.081
30. H -0.019
31. C -0.193
32. O -0.119
33. H 0.059
34. H 0.089
35. H 0.072
36. H 0.033
37. C -0.160
38. O -0.126
39. H 0.043
40. H 0.089
41. H 0.095
42. H -0.011
43. C -0.197
44. O -0.091
45. H 0.075
46. H 0.076
47. H 0.076
48. H 0.046


| no. | calculated total energy (a.u.) | molar mass (g/mol) |
| --- | --- | --- |
| 1 | -7989.7694 | 312.78 |
| 2 | -3954.4821 | 604.13 |
| 3 | -833.8568 | 124.48 |
| 4 | -888.5965 | 252.35 |